Computed, not measured: a single C7H11N molecule, with the ωB97M-V functional and the def2-TZVPD basis.

ORCA input file:
```
! RIJCOSX wB97M-V def2-TZVPD def2/J DEFGRID3
* xyz 0 1
C 2.0198 -0.9861 1.5504
C 1.8226 0.2313 1.9540
C 1.1113 -1.7313 0.6564
C -0.5196 0.8426 -2.0903
C -1.7893 -0.1081 0.6955
C 0.0751 1.1432 -0.7138
C -0.3284 -0.0158 0.1749
N 0.1923 -1.2032 0.0101
H 2.9724 -1.5033 1.9679
H 1.2867 -2.7472 0.4505
H 0.7272 0.7251 1.4847
H -0.2172 1.5518 -2.7096
H -0.1770 -0.0233 -2.4247
H -1.5921 0.7475 -2.2240
H -2.0632 0.9130 1.0057
H -2.5094 -0.2362 -0.1109
H -1.8432 -0.9992 1.5128
H 1.1336 1.4166 -0.8914
H -0.3017 1.9823 -0.2983
*
```

Computed properties:
LUMO level (spin up / spin down)	0.0 / 0.0	eV
E_HOMO (spin up / spin down)	-7.590 / -7.587	eV
energy above the lowest of the compared OMol25 structures with the same formula, charge and spin	148.11	kcal per mole
gap between HOMO and LUMO (spin up / spin down)	7.5989 / 7.5945	eV

natural (NBO) atomic charge list, values in e, 5 entries: -0.554 -0.188 0.174 -0.583 -0.666